Record 1
DFT (ωB97M-V/def2-TZVPD) results for 2 unconnected molecules or ions with the total composition C4H10NO.

```
16
Properties=species:S:1:pos:R:3:forces:R:3
O -0.641013 1.419769 -0.352833 -0.30 -0.15 -0.48
N -1.716407 -2.176645 1.751256 0.07 0.08 0.31
C 1.849609 0.737439 -2.734356 0.44 0.55 0.81
C -0.465832 0.786003 0.757181 0.48 0.69 0.38
C -0.770221 -1.331065 2.153906 -0.52 -0.77 -0.48
C -1.340156 -0.658167 0.802378 -0.08 0.09 0.27
H 0.287379 -1.621776 2.022753 0.17 0.40 0.10
H -0.965933 -0.588024 2.948063 0.29 0.05 0.15
H 0.591648 0.512391 0.974519 0.02 -0.31 0.11
H -0.858936 1.300626 1.667881 0.01 -0.07 0.09
H 1.681219 0.451341 -3.768404 -0.09 -0.26 0.09
H -1.132596 -1.152086 -0.127665 0.10 -0.08 -0.17
H 2.478185 0.044358 -2.166675 -0.12 -0.27 -0.41
H 0.945153 0.894749 -2.139766 -0.19 -0.06 -0.26
H 2.403718 1.680141 -2.718948 -0.09 0.06 -0.15
H -2.345818 -0.299054 0.930710 -0.18 0.05 -0.35
```
Forces are in eV/Å.

As for the charge: -1. Its energy relative to the best compared isomer or geometry (same formula, charge and spin) is 89.6 kcal/mol. The lowest unoccupied orbital energy is 4.120 eV. As for the HOMO-LUMO gap: 7.2 eV. As for the spin multiplicity: 1.

These are the Löwdin partial charges, in e, on atoms 1 to 6:
1 O -0.265
2 N -0.059
3 C -0.055
4 C -0.520
5 C -0.434
6 C -0.180


Record 2
DFT (ωB97M-V/def2-TZVPD) results for 18 unconnected molecules or ions with the total composition C72H144O36S18.

```
270
Properties=species:S:1:pos:R:3:forces:R:3
S 4.577293 -3.581500 -4.512847 -0.93 2.03 -0.67
S -2.111662 -3.642301 -3.716079 -0.53 0.27 -1.59
S 4.461925 0.863111 1.447042 1.36 2.41 -2.99
S 0.557658 5.910984 -2.177236 1.26 -0.69 0.45
S 3.324557 2.072737 -6.340280 -1.26 1.15 -1.01
S -1.529105 -5.222429 0.069567 -1.06 -1.81 1.43
S -0.453164 3.816941 5.347260 -1.24 0.89 0.07
S 0.544202 0.284803 -1.547822 -0.41 -1.66 0.85
S 2.705053 6.142686 3.006001 0.12 -1.07 1.38
S -0.206461 -1.299415 5.254839 -1.35 -0.57 -0.01
S -5.418681 1.060144 -1.854601 -0.11 2.09 0.92
S -5.533225 -3.442952 1.941801 1.16 0.15 -1.82
S 2.935078 -7.034328 3.249487 1.62 0.45 -2.24
S -2.005867 4.239220 -6.220898 -1.70 1.46 -1.47
S 3.562441 -3.639517 0.210582 -1.53 0.55 -1.47
S 4.625241 -3.844211 5.886877 0.10 -0.28 -0.39
S -4.029551 1.983586 2.564215 0.67 2.06 -0.37
S -5.162661 7.435372 -0.247866 1.51 2.19 -0.64
O 3.277456 -3.874861 6.369223 -0.96 0.04 0.21
O 1.810124 5.872724 -2.962970 -1.56 0.54 1.21
O -6.126852 1.539553 -0.670406 0.72 -0.64 -0.39
O 1.371338 5.847074 2.480976 1.32 0.30 0.00
O -0.903734 -3.735305 -2.994370 2.24 0.20 1.23
O -0.327956 7.037949 -2.144344 -0.04 0.96 -0.47
O -2.313494 -4.129459 -0.356199 -1.15 2.11 -1.20
O 3.905488 -2.480348 -0.594572 0.30 0.14 0.26
O 5.558639 -3.993703 -5.469060 0.29 -0.23 -0.13
O 1.862973 0.808351 -1.829590 0.12 0.24 -0.17
O -3.355129 1.467932 1.383954 -0.05 -0.12 0.13
O 3.658554 2.855923 -7.488106 0.45 0.90 -0.25
O -0.588612 4.398637 -6.213123 0.82 -0.01 0.07
O 5.458848 -4.968340 6.198402 0.58 -0.06 0.21
O -6.326778 -2.523343 2.687297 -0.85 0.75 0.64
O 3.708663 5.056469 3.111041 -1.44 1.27 -0.34
O -2.804365 4.762579 -5.159495 -0.14 0.21 1.24
O -1.320777 -1.046469 4.347000 0.20 0.27 0.25
O -4.578328 8.601250 0.391047 -0.66 -0.42 -0.21
O 4.102261 -7.317873 2.395344 -1.05 0.44 0.86
O -0.530092 0.544864 -2.523611 0.76 -0.65 0.79
O -2.909624 -4.808314 -3.819230 -1.23 -1.53 0.12
O 5.559020 0.515117 2.266909 1.07 -0.88 1.96
O -6.289866 7.531242 -1.131446 -0.35 0.60 -0.83
O -5.899698 -4.823097 1.858358 -0.06 -0.75 0.25
O -5.428517 -0.335928 -2.172789 -0.56 -0.83 -0.57
O -4.098802 3.448201 2.664238 0.04 -0.90 0.04
O 2.999431 -5.954166 4.188500 0.09 0.15 0.51
O 2.767383 -3.438036 1.392955 0.35 0.31 1.06
O 3.798008 0.731494 -6.362428 0.48 -1.73 0.72
O 3.129794 0.427468 1.658060 -1.51 -0.98 0.53
O -0.452093 -4.961161 0.970115 1.28 0.23 0.44
O 0.433229 -0.232630 5.980990 0.22 0.42 -0.42
O -1.323011 2.947305 6.162437 1.27 0.85 -0.86
O -0.057732 5.134294 5.891175 -0.55 -1.62 -0.72
O 4.057367 -4.519533 -3.564331 -0.15 -0.79 0.83
C 3.659239 2.843764 -4.775032 2.81 -0.52 0.50
C 5.300490 -2.292537 6.344762 0.55 0.71 0.89
C 2.436355 2.846377 -3.935963 -1.74 0.96 -0.64
C -3.399481 1.283038 4.054391 0.98 -1.26 -1.25
C -5.620943 1.371136 2.744570 -1.57 -1.01 -0.89
C 3.830052 -1.166445 -3.561488 -0.51 -0.95 -0.13
C -4.527645 0.653902 4.814997 -0.50 0.19 0.66
C -2.406059 2.578315 -6.562512 0.56 -1.24 1.75
C 0.442320 -7.589279 2.930504 -0.89 0.27 0.29
C 2.409749 -8.506819 3.990094 0.03 -0.66 0.86
C -5.290170 -2.754265 0.279947 0.44 0.38 0.47
C 6.072471 -1.758538 5.121644 -1.47 -0.77 -0.42
C -2.470196 -6.976803 -1.516740 0.45 -1.70 -0.55
C 5.108032 -2.092832 3.929731 -0.18 1.59 1.87
C 4.417212 2.643715 1.238296 -1.72 0.57 -0.57
C 3.763718 7.833739 4.700693 0.13 0.51 2.34
C 4.540449 7.910431 3.438508 0.64 1.88 -2.01
C 2.563797 6.916316 4.640899 0.64 -1.15 -0.75
C -0.229361 3.516087 -1.463569 0.14 -0.35 0.12
C 0.183788 -3.677657 6.148385 1.20 -1.32 2.10
C -0.123944 -1.730608 0.165172 0.64 1.12 -1.39
C -3.863774 -3.143201 2.491691 0.36 0.07 -1.15
C 0.528020 -3.740474 4.689320 0.14 1.35 0.06
C 0.057231 -0.491696 1.021793 1.46 1.29 -1.21
C 0.806071 2.551523 3.309053 0.74 -0.27 -0.52
C 1.432965 1.907202 -4.623860 0.34 -0.80 0.00
C 2.602461 -1.777723 -4.328667 0.83 0.42 0.35
C -2.980051 3.630221 -8.633580 -0.81 -1.14 -0.11
C 3.575473 7.551457 2.329732 -0.68 -0.59 -1.56
C 5.023372 0.556667 -0.248465 -1.43 0.34 -0.50
C -5.628629 6.231667 0.841414 -0.40 -1.68 1.18
C -3.065021 -7.449825 -0.160450 -0.50 1.14 -0.16
C -0.682182 2.567432 3.066738 -1.14 0.71 -0.56
C -1.747287 -1.613408 -5.255538 -0.89 1.82 0.50
C -0.739389 -2.537659 6.523431 -0.68 0.38 -1.40
C -5.950045 2.173712 -3.178753 2.32 -1.62 -1.16
C -5.280164 4.936058 0.061382 -1.78 0.34 0.02
C 1.567333 2.075811 -6.117873 -0.06 0.37 -0.14
C -3.703246 1.580346 -1.907801 -0.68 1.71 -0.07
C -3.900941 5.155680 -0.406588 1.54 0.61 0.34
C 0.004228 0.769870 0.123774 -0.13 -0.30 -1.10
C -3.469152 -1.824273 1.827878 0.13 -0.31 -0.51
C 5.012536 1.899141 -0.997334 0.52 0.09 0.18
C 0.995736 -2.302733 4.348578 -1.37 -0.64 0.54
C 4.982994 -5.675225 -0.653358 -1.12 -1.23 -0.49
C -2.736683 -6.328806 0.870473 0.12 -0.16 -0.88
C 4.709654 -3.505407 4.164203 -0.43 -0.64 -1.25
C -1.147145 -6.302360 -1.240970 1.51 -0.35 0.70
C 4.966376 -4.632944 0.417563 0.89 -0.27 2.04
C 4.035106 2.849832 -0.281543 1.68 -0.49 1.41
C -3.513437 2.361763 -3.256652 -1.12 -0.71 0.95
C -3.851676 6.543388 -1.085193 0.56 -0.01 0.94
C -3.015334 -1.306759 -4.422006 -0.58 0.65 -0.86
C -2.795043 4.874424 -7.778693 0.31 -1.19 1.00
C -2.175199 2.457596 -7.988550 0.10 0.08 -3.02
C 1.125345 -8.907013 3.318685 -1.16 -0.47 0.17
C -1.772297 -3.064124 -5.344525 0.08 -2.49 -1.80
C -4.819377 3.196075 -3.403071 -0.34 0.39 0.92
C 1.026597 2.994657 4.734314 -0.02 -0.95 2.08
C 0.847170 5.428633 -0.411753 0.80 1.03 -1.24
C 2.625025 -4.757394 -0.794189 0.46 -0.91 -0.15
C -1.195602 3.880550 3.675638 -0.39 0.35 0.96
C -5.865358 1.199007 4.255952 0.93 -0.16 -1.01
C -0.403897 4.484301 -2.603539 -0.68 0.57 -0.76
C 3.147857 -2.789404 -5.308752 0.09 0.45 -1.58
C -4.189892 -1.691557 0.452577 0.70 0.19 -0.66
C 5.064909 -2.047130 -3.633240 -0.24 -1.10 -0.38
C 0.806170 -1.494867 -1.045918 1.17 0.40 0.21
C -3.066232 -2.266128 -3.266660 0.55 1.19 1.17
C 3.481553 -6.055453 -0.933788 -0.09 0.49 0.69
C -0.177634 4.328745 -0.164884 0.15 0.60 0.42
C 1.498211 -6.803576 2.219396 1.43 0.29 -1.33
H -3.421354 1.610005 -4.072223 -0.08 0.74 0.36
H -6.951701 2.446993 -3.040508 -1.25 0.63 0.20
H 0.679598 1.583204 0.408398 -0.33 -0.14 0.19
H -3.066089 -6.374350 -2.212373 -0.12 -0.16 0.60
H -5.454180 4.039514 0.656555 0.14 0.10 -0.19
H -3.579336 4.440795 -1.126426 0.42 -0.86 -0.38
H 1.474287 -5.719975 2.007249 -0.65 -0.51 0.43
H -3.933772 -3.037686 3.531963 0.04 -0.08 1.60
H -4.174109 6.560356 -2.120864 0.32 -0.25 -0.25
H -1.869220 -1.125730 -6.212237 0.31 0.11 -0.34
H -5.900430 4.929467 -0.859804 -0.23 -0.22 0.71
H 1.787158 3.750872 4.950246 0.21 -0.49 -0.40
H -0.043914 4.188980 -3.589798 -0.14 -0.29 0.13
H 1.338823 1.625173 3.014175 -0.52 0.17 0.61
H 2.406948 -3.499344 -5.741950 0.70 0.22 0.60
H 4.405429 -1.682556 6.577524 0.59 -0.09 -0.18
H -1.114950 4.833002 0.100963 -0.08 -0.35 -0.31
H -2.867304 7.028749 -0.917125 -0.78 -0.06 -0.39
H 1.873757 -1.935196 4.842529 1.07 -0.52 -0.20
H -2.401950 -1.894582 1.659194 0.23 0.18 -0.04
H -3.438777 -1.915366 -0.346427 -0.58 0.41 0.65
H -2.589471 -1.708680 -2.473161 0.14 -0.50 0.83
H 3.135555 -6.823382 -0.251990 0.12 0.01 0.45
H -3.606385 -0.952199 2.459077 -0.34 -0.15 0.08
H 1.081432 -0.477999 1.445420 -0.81 -0.28 0.32
H -2.605464 2.941723 -3.188008 0.14 0.25 -0.21
H 5.404880 -2.413838 -2.667069 0.07 0.22 0.10
H -1.173605 1.738576 3.570321 0.37 -0.07 -0.01
H 4.939079 8.935213 3.187598 -0.60 -0.73 0.59
H -3.244799 5.100679 0.485296 -0.01 0.18 -0.59
H 2.223655 -8.293505 5.026726 -0.06 0.22 0.55
H -5.616552 0.400316 2.201627 -0.26 0.45 0.35
H 4.677306 -5.125283 1.391711 1.11 0.41 -0.59
H -0.635006 -2.060723 7.523189 0.04 -0.55 -0.80
H -1.432045 4.879756 -2.711827 0.37 -0.33 0.10
H 1.110648 2.120549 5.408825 0.30 0.42 -0.18
H 0.933097 -2.186305 3.278868 0.19 0.80 -0.21
H 4.180012 3.867771 -0.645559 -0.11 0.04 0.29
H 5.363390 -5.250220 -1.572755 0.41 -0.17 -0.19
H -6.280944 2.083192 2.209199 0.18 -0.55 0.36
H 3.754941 -3.761358 3.742601 -0.31 -0.22 -0.29
H 1.604261 -4.835989 -0.379619 0.59 -0.10 -0.18
H 4.253373 0.014130 -0.729448 -1.09 -0.92 -0.17
H 5.431714 7.324025 3.388651 0.30 -0.92 0.18
H -0.627895 -5.803742 -2.050694 -0.35 0.25 -0.23
H -6.235052 -2.399779 -0.089534 -0.48 0.44 0.13
H 3.344324 -6.481447 -1.909140 0.15 0.02 -0.62
H 3.648845 3.070790 1.912367 0.60 -0.28 -0.24
H 5.831326 -2.504901 7.283387 0.17 0.43 -0.31
H -0.890652 -1.203878 -4.732902 0.37 -0.01 0.03
H -2.133108 5.546737 -8.273737 0.40 0.77 -0.05
H -2.680252 3.823758 -9.641688 0.52 0.06 -0.59
H 2.112388 -0.899151 -4.777520 -0.10 -0.88 -0.24
H 1.156323 -3.533780 6.680721 -0.84 -0.42 -0.19
H 4.255901 -1.376130 3.960020 0.39 -0.55 -0.02
H 0.799119 6.374952 0.193226 -0.03 -1.21 -0.56
H -0.881201 -3.612745 -5.660128 0.20 0.35 0.01
H 0.431293 2.118736 -4.272446 -0.21 -0.46 0.13
H 3.008627 2.562210 -0.369959 -0.65 -0.27 -0.49
H 5.549740 -6.578897 -0.309587 -0.36 0.90 -0.49
H -1.748347 1.985144 -5.929564 0.10 -0.21 0.04
H -2.718139 0.513197 3.675148 -0.02 0.10 0.32
H -0.377054 -3.964767 4.135709 -0.12 -0.02 -0.55
H 4.365041 7.541856 5.550404 0.55 -0.49 -0.02
H -4.532302 -0.658166 0.302478 -0.05 -0.46 0.12
H -3.138139 -3.918959 2.210708 -0.58 0.07 0.13
H -1.136504 2.560129 -8.293854 0.29 0.02 0.36
H 1.928741 -2.284006 -3.658889 -0.34 0.00 0.44
H -1.048576 2.548439 2.023105 0.59 -0.22 0.32
H -6.083946 2.183721 4.625882 -0.26 0.30 0.60
H 0.747524 -2.191925 -1.891970 -0.39 0.30 0.23
H 4.085793 3.831182 -4.945111 -0.03 -0.04 -0.11
H 6.251725 -0.713893 5.128824 0.15 1.02 0.37
H 1.875412 5.061299 -0.525392 -0.11 -0.10 0.72
H 3.564345 -1.084419 -2.539693 -0.32 0.39 0.94
H 1.774353 0.876422 -4.421780 -0.72 0.40 0.41
H 1.292035 3.297810 2.725818 0.17 0.80 -0.92
H -5.105380 6.383010 1.785333 0.09 -0.44 0.03
H 1.890963 -1.451947 -0.713069 -1.22 -0.01 -0.37
H 0.724498 2.986021 -1.598069 -0.10 0.18 0.11
H -1.023092 1.089920 -0.073196 0.08 0.25 0.47
H 1.140421 3.018292 -6.448303 0.28 0.20 -0.11
H 0.151097 -2.603132 0.731533 -0.12 -0.55 -0.09
H -0.849032 4.796345 3.216556 0.71 0.03 -0.37
H -0.495567 -7.696205 2.356228 0.57 -0.10 0.22
H 5.616108 -1.912426 3.017104 0.33 -0.08 -0.98
H 1.790100 -7.292894 1.270105 -0.29 0.11 0.32
H 4.460585 2.197319 -4.342536 -0.39 0.50 -0.29
H 2.543038 2.534520 -2.904901 0.39 0.12 -0.02
H 3.478905 8.801178 5.064430 -0.57 0.80 -0.35
H 3.224827 -9.196899 3.947296 0.41 -0.57 -0.18
H -2.283564 4.024368 3.698181 0.29 -0.47 0.38
H 5.385203 3.037776 1.472529 0.54 0.20 0.15
H 5.477420 -4.138599 3.745687 0.10 -0.57 -0.01
H -4.474969 -0.429814 4.770854 -0.13 -0.17 -0.44
H -3.906540 -1.502923 -4.999010 -0.24 0.11 -0.69
H 4.817675 1.822971 -2.054400 -0.67 -0.59 -0.39
H 6.009772 2.306215 -1.042414 0.48 0.55 0.61
H -0.265756 -4.637568 6.439483 0.27 0.21 0.30
H -1.796718 -2.841482 6.297054 0.83 0.69 0.26
H -4.949184 3.994286 -2.647015 0.60 -0.47 -0.02
H -4.006492 -2.675529 -2.970036 -0.80 0.24 0.18
H -3.713884 2.312247 -1.068815 0.74 -0.67 -0.32
H 1.599319 7.376175 4.724285 -0.46 0.15 0.08
H -2.178205 -7.905868 -2.013190 -0.38 0.13 -0.54
H 1.194569 1.292732 -6.768675 -0.21 -0.36 0.16
H -3.066700 -0.245354 -4.136242 0.14 -0.62 0.21
H -2.577985 -3.418670 -6.050690 0.52 0.33 0.96
H -0.736115 -0.332508 1.698367 -0.58 -0.22 1.40
H -6.674638 0.502840 4.392249 -0.38 -0.04 0.28
H -3.690741 5.333514 -7.383316 -0.15 0.25 -0.30
H 2.649275 -4.266614 -1.744157 -0.40 0.23 -0.72
H -4.889404 3.775377 -4.324254 -0.07 -0.57 -0.26
H 5.860244 -0.111859 -0.264515 0.85 0.23 0.15
H 2.037683 3.878063 -3.979685 0.11 -0.54 0.29
H -3.485085 -5.584611 1.159666 -0.43 -0.79 -0.18
H -2.507001 1.512532 -8.424746 -0.07 0.01 0.23
H -2.791575 2.002177 4.545432 0.07 0.65 0.78
H 1.294281 -4.474471 4.475101 0.11 -0.09 0.06
H -2.627461 -8.404146 0.112449 0.75 0.12 0.25
H -4.357799 0.864240 5.861987 -0.38 0.26 0.37
H 0.212855 -7.059297 3.850754 -0.38 0.15 0.22
H 0.522740 -9.496103 4.041551 0.21 0.30 -0.60
H 4.034410 -0.197487 -3.965031 0.20 0.56 -0.24
H 5.888454 -4.001124 0.399794 -0.83 -0.50 0.58
H 0.098528 3.738228 0.711760 0.08 -0.01 -0.18
H 1.266646 -9.501592 2.421472 0.23 -0.20 -0.07
H 3.579620 -2.213676 -6.149797 0.00 -0.42 0.18
H 7.008977 -2.249952 4.931464 0.50 -0.44 0.29
H -4.112696 -7.760187 -0.205654 -0.12 0.79 -0.17
H -2.298147 -6.773628 1.729681 0.38 -0.05 0.92
H -3.427421 2.324062 -6.321241 -0.42 0.34 0.28
H -4.012726 3.248250 -8.770337 0.22 0.66 0.58
H 2.795095 8.323958 2.144034 0.62 -0.39 0.03
H -3.055036 0.730769 -1.804014 0.32 -0.25 0.38
H -0.996656 2.748476 -1.493851 -0.19 0.08 0.16
H 4.022707 7.180748 1.382115 -0.20 0.55 0.51
H 2.699342 6.098612 5.341330 -0.49 -0.08 0.12
H 5.857015 -1.588405 -4.197025 0.44 0.00 -0.21
H -4.948832 -3.476239 -0.449014 0.07 -0.70 0.32
H -1.117721 -1.768879 -0.261731 -0.55 -0.44 0.35
H -5.810432 1.473808 -3.997831 -0.74 -0.09 -0.64
H -6.691817 6.378143 0.960983 -0.27 -0.08 0.29
H -0.371430 -6.948107 -0.749647 -0.78 -0.02 -0.45
```
Forces are in eV/Å.

Its energy relative to the best compared isomer or geometry (same formula, charge and spin) is 0.0 kcal/mol. The lowest unoccupied orbital energy is -0.258 eV. As for the HOMO-LUMO gap: 9.6 eV. As for the spin multiplicity: 1.

These are the Löwdin partial charges, in e, on atoms 1 to 6:
1 S 0.685
2 S 0.623
3 S 0.651
4 S 0.709
5 S 0.642
6 S 0.625